DFT (ωB97M-V/def2-TZVPD) results for a structure of composition C20H27FN5OPbS3Si.

Last column: Mulliken charge in e.
Atoms and positions in Å:
Pb1 -1.444 0.710 1.084  0.931
C1 0.573 -3.944 3.890  -0.799
S1 0.433 -2.235 4.445  0.019
C2 -0.665 -1.587 3.280  0.418
S2 -1.091 0.089 3.601  -0.441
N1 -1.114 -2.336 2.328  -0.750
N2 -1.924 -1.644 1.469  0.383
C3 -2.897 -2.246 0.915  -0.766
C4 -3.820 -1.445 0.091  0.790
C5 -4.812 -2.029 -0.679  -0.843
C6 -5.666 -1.206 -1.399  -0.246
C7 -5.503 0.167 -1.323  -0.774
C8 -4.484 0.672 -0.530  -0.135
N3 -3.667 -0.113 0.166  -0.021
H1 1.262 -4.421 4.584  0.366
H2 0.973 -3.984 2.880  0.241
H3 -0.394 -4.438 3.928  0.278
H4 -3.080 -3.304 1.083  0.415
H5 -4.908 -3.105 -0.713  0.425
H6 -6.451 -1.634 -2.008  0.441
H7 -6.153 0.841 -1.862  0.404
H8 -4.320 1.737 -0.429  0.479
C9 4.503 0.931 0.509  -1.054
Si1 3.195 -0.167 -0.226  -0.159
C10 1.857 -0.491 1.039  -0.699
C11 3.899 -1.744 -0.909  -1.018
N4 2.390 0.622 -1.606  0.741
C12 3.011 0.600 -2.894  -0.397
C13 4.066 1.442 -3.221  0.069
C14 4.663 1.371 -4.471  -0.990
C15 4.205 0.450 -5.405  -0.349
C16 3.153 -0.400 -5.095  -0.722
C17 2.576 -0.311 -3.845  0.584
F1 1.556 -1.134 -3.533  -0.314
H9 4.900 0.467 1.416  0.396
H10 4.103 1.909 0.782  0.394
H11 5.341 1.085 -0.172  0.299
H12 2.263 -1.113 1.840  0.275
H13 1.012 -1.028 0.597  0.155
H14 1.511 0.433 1.508  0.367
H15 4.366 -2.322 -0.109  0.396
H16 4.664 -1.545 -1.660  0.313
H17 3.122 -2.359 -1.367  0.299
H18 4.413 2.159 -2.486  0.370
H19 5.482 2.032 -4.712  0.412
H20 4.666 0.390 -6.381  0.397
H21 2.776 -1.128 -5.799  0.453
C18 -4.090 2.317 3.493  -0.918
C19 -3.835 3.388 2.465  -0.192
O1 -2.935 2.854 1.454  -0.344
H22 -4.842 2.664 4.201  0.386
H23 -3.185 2.069 4.045  0.151
H24 -4.469 1.406 3.026  0.208
H25 -3.372 4.268 2.914  0.341
H26 -4.761 3.694 1.974  0.293
H27 -2.619 3.580 0.904  0.236
S3 1.155 1.721 -1.402  -0.188
C20 1.952 3.175 -0.981  0.468
N5 2.458 4.171 -0.695  -0.475

Cartesian forces (eV/Å) of the 2 atoms listed first:
Pb 0.0 0.0 0.0
C 0.0 0.0 0.0

Properties
* E_HOMO: -11.382 eV
* energy above the lowest of the compared OMol25 structures with the same formula, charge and spin: 73.8 kJ/mol
* E_tot: -2903.9365 Ha
* HOMO-LUMO gap: 7.6 eV
* largest force on an atom: 0.006 Eh/bohr
* M: 704.0 g/mol
* net charge: +1